ORCA calculation (ωB97M-V/def2-TZVPD) on one molecule with the formula C16H20N4O2S.

Geometry as XYZ:
```
43
Properties=species:S:1:pos:R:3:forces:R:3:lowdin_charge:R:1
C 2.0072 -0.6549 -0.2043 -0.013 -0.180 -0.060 -0.02
H 1.8382 -0.2988 -1.2171 -0.012 0.077 -0.075 0.08
H 2.8901 -0.1627 0.1931 0.127 0.072 0.069 0.09
H 1.1508 -0.3818 0.4109 -0.089 0.036 0.092 0.08
C 2.2051 -2.1736 -0.2048 0.288 0.199 -0.043 -0.58
N 0.9997 -2.8144 -0.7394 0.169 -0.178 0.406 0.10
C 0.4962 -2.6185 -1.9652 -0.459 -0.496 0.034 -0.58
O 1.0140 -1.9853 -2.8594 0.152 0.282 -0.308 0.07
C -0.8659 -3.2875 -2.1868 -0.340 0.284 0.173 -0.35
H -1.3097 -2.9252 -3.1149 0.198 -0.023 0.034 0.09
H -0.7456 -4.3690 -2.2591 -0.029 0.007 -0.019 0.09
S -2.0132 -3.0395 -0.7867 0.001 -0.241 -0.207 0.99
C -1.8064 -1.3244 -0.4373 0.063 -0.011 0.001 -0.65
N -2.0953 -0.9763 0.7697 -0.175 -0.444 0.214 0.10
C -1.9840 0.3401 1.1087 0.182 0.245 -0.464 -0.32
C -1.5364 1.3042 0.2228 -0.068 -0.093 0.117 -0.07
C -1.1862 0.9165 -1.1143 -0.154 -0.363 0.151 -0.42
O -0.7687 1.6108 -2.0160 0.127 0.205 -0.208 0.07
N -1.3865 -0.4655 -1.3778 0.006 0.086 -0.086 0.17
H -1.1434 -0.7498 -2.3197 -0.007 0.011 0.097 0.14
C -1.3919 2.7198 0.5978 0.003 0.082 0.053 -0.18
C -0.2257 3.4115 0.2778 -0.012 0.007 0.086 -0.02
C -0.0833 4.7412 0.6269 0.068 0.041 -0.002 -0.08
C -1.0999 5.4017 1.2970 -0.038 0.079 0.026 -0.09
C -2.2682 4.7263 1.6068 -0.035 0.129 0.097 -0.09
C -2.4160 3.3958 1.2597 0.054 -0.021 -0.127 -0.05
H -3.3441 2.8843 1.4719 -0.069 -0.041 0.021 0.11
H -3.0722 5.2395 2.1146 -0.056 0.044 0.030 0.10
H -0.9866 6.4410 1.5680 0.009 0.079 0.018 0.10
H 0.8258 5.2665 0.3732 0.075 0.040 -0.020 0.10
H 0.5646 2.9014 -0.2499 0.051 -0.041 -0.070 0.11
N -2.3422 0.6037 2.3903 -0.001 0.027 0.056 0.16
H -2.4809 -0.1938 2.9862 0.051 0.021 0.003 0.10
H -2.0610 1.4775 2.8009 -0.040 -0.030 0.039 0.10
H 0.4372 -3.3333 -0.0802 -0.053 0.099 -0.109 0.11
C 2.3822 -2.6860 1.2230 -0.064 0.054 -0.254 -0.04
H 3.2654 -2.2389 1.6702 0.080 0.048 0.040 0.09
H 1.5195 -2.4248 1.8335 -0.099 0.035 0.097 0.09
H 2.5043 -3.7672 1.2295 0.028 -0.135 0.023 0.09
C 3.4083 -2.5578 -1.0666 -0.139 0.067 0.045 -0.03
H 3.5384 -3.6378 -1.0748 0.038 -0.120 0.017 0.09
H 4.3101 -2.0984 -0.6724 0.135 0.050 0.073 0.09
H 3.2562 -2.2162 -2.0861 0.051 0.012 -0.060 0.08
```
Forces are in eV/Å.

Output
- E_HOMO: -0.294 hartree
- LUMO: 0.4 eV
- Relative energy (zero: lowest compared OMol25 entry of this formula, charge and spin): 0.0 kcal/mol
- Charge: 0
- Frontier orbital gap: 8.45 eV
- SMILES string: CC(C)(C)NC(=O)CSc1nc(N)c(-c2ccccc2)c(=O)[nH]1

ORCA calculation (ωB97M-V/def2-TZVPD) on one molecule with the formula C16H20N4O3.

Geometry as XYZ:
```
43
Properties=species:S:1:pos:R:3:forces:R:3:lowdin_charge:R:1
C 3.9633 2.7884 0.1295 0.206 -0.240 -0.012 -0.07
H 4.3724 3.2337 1.0335 0.019 0.107 0.095 0.08
H 4.3767 3.3131 -0.7289 0.019 0.117 -0.086 0.08
H 2.8850 2.9346 0.1334 -0.144 0.034 0.000 0.08
C 4.2989 1.3010 0.0634 -0.353 0.217 0.012 -0.39
C 3.7534 0.6844 -1.2253 0.372 -0.106 0.110 -0.17
C 4.0322 -0.8158 -1.3014 -0.172 0.026 -0.058 -0.14
H 3.5504 -1.2367 -2.1866 0.092 -0.048 -0.045 0.12
C 3.6078 -1.6180 -0.0619 0.184 -0.150 0.008 -0.23
C 2.1322 -1.9862 -0.0350 0.248 -0.044 -0.022 -0.45
O 1.7380 -3.1374 0.0193 -0.184 -0.260 0.022 0.06
N 1.2675 -0.9544 -0.0643 -0.587 0.918 -0.049 0.12
N -0.1064 -1.1455 -0.0390 0.298 -0.441 0.015 0.12
C -0.9153 -0.0660 -0.0695 0.738 -0.390 0.006 -0.43
O -0.4649 1.0699 -0.1202 -0.143 0.155 -0.005 0.06
C -2.3448 -0.4010 -0.0362 -1.058 -0.162 0.022 -0.21
N -2.7764 -1.6597 0.0204 0.748 -0.189 -0.003 0.10
N -4.0952 -1.5862 0.0363 -0.289 0.291 -0.008 0.05
C -4.5526 -0.3082 -0.0084 0.631 -0.094 -0.005 -0.17
C -3.4263 0.4965 -0.0568 -0.181 -0.310 0.015 0.07
H -3.3705 1.5626 -0.1003 -0.031 0.265 -0.010 0.12
C -5.9500 0.0120 -0.0009 -0.529 1.130 -0.038 -0.22
C -6.6003 1.2195 -0.0398 0.583 -0.738 0.021 0.00
C -7.9806 0.9228 -0.0075 -0.220 -0.615 0.028 -0.06
C -8.0739 -0.4339 0.0484 -0.614 0.731 -0.021 -0.11
O -6.8548 -0.9971 0.0529 0.536 -0.305 0.005 0.05
H -8.9168 -1.0948 0.0874 -0.041 -0.164 0.007 0.12
H -8.7899 1.6230 -0.0236 -0.217 0.082 0.000 0.10
H -6.1459 2.1871 -0.0853 0.166 0.196 -0.010 0.11
H -4.6560 -2.4234 0.0779 0.125 0.070 -0.005 0.17
H -0.4244 -2.1045 0.0048 0.047 0.080 -0.004 0.14
H 1.5119 0.0276 -0.1140 -0.048 -0.321 0.013 0.11
C 4.0630 -0.9241 1.2312 -0.189 0.022 0.061 -0.14
C 3.7419 0.5669 1.2837 0.398 -0.081 -0.100 -0.17
H 2.6660 0.7334 1.3585 -0.069 0.079 0.062 0.11
H 4.1891 0.9861 2.1885 -0.093 0.049 0.034 0.12
H 3.6172 -1.4323 2.0889 0.091 -0.054 0.035 0.12
H 5.1471 -1.0425 1.3062 0.021 -0.036 0.027 0.12
H 4.1129 -2.5898 -0.1089 -0.217 0.114 0.004 0.14
H 5.1104 -0.9514 -1.4209 0.011 -0.034 -0.028 0.12
H 2.6858 0.8954 -1.3115 -0.065 0.092 -0.062 0.11
H 4.2328 1.1654 -2.0819 -0.105 0.051 -0.031 0.12
H 5.3893 1.1853 0.0640 0.017 -0.046 -0.002 0.14
```
Forces are in eV/Å.

Output
- E_HOMO: -0.307 hartree
- LUMO: 0.7 eV
- Relative energy (zero: lowest compared OMol25 entry of this formula, charge and spin): 37.7 kcal/mol
- Charge: 0
- Frontier orbital gap: 9.07 eV
- SMILES string: C[C@H]1CC[C@@H](C(=O)NNC(=O)c2cc(-c3ccco3)[nH]n2)CC1

ORCA calculation (ωB97M-V/def2-TZVPD) on C16H20NiO13P2S3 as an isolated structure.

Geometry as XYZ:
```
55
Properties=species:S:1:pos:R:3:forces:R:3:lowdin_charge:R:1
Ni 0.1340 -1.1266 -1.6427 0.128 -0.171 0.403 0.61
O 1.9611 -0.2836 -0.7624 -0.102 0.030 -0.168 -0.54
S 2.7980 -0.0604 0.4412 0.212 0.250 0.320 1.05
C 1.8095 -0.1972 1.9817 -0.021 -0.002 -0.304 -0.28
C 0.7223 0.8535 2.1912 -0.077 -0.074 -0.015 -0.24
C -0.6814 0.2697 2.3984 0.092 -0.034 -0.294 -0.23
C -1.7314 1.2529 1.9008 -0.080 0.373 -0.220 -0.28
S -1.8233 1.2591 -0.0211 0.218 -0.649 1.022 1.05
O -0.5845 0.4643 -0.3082 -0.324 0.176 -0.217 -0.55
C -3.2224 0.1305 0.0014 -0.054 -0.102 -0.273 -0.37
C -3.0245 -1.2394 -0.0002 0.153 -0.028 -0.056 -0.05
C -4.1303 -2.0789 0.0228 -0.041 0.029 0.039 -0.06
C -5.4144 -1.5534 0.0506 0.000 0.014 0.024 -0.10
C -5.6003 -0.1760 0.0656 0.011 0.001 0.032 -0.10
C -4.5002 0.6670 0.0409 0.046 0.131 -0.051 -0.10
C 2.9996 1.7382 0.4516 0.074 -0.129 -0.084 -0.37
C 3.8838 2.3571 1.3224 -0.021 -0.077 0.069 -0.09
C 4.0447 3.7337 1.2674 0.002 -0.006 0.011 -0.10
C 3.3236 4.4791 0.3421 0.008 -0.024 -0.017 -0.11
C 2.4482 3.8464 -0.5318 0.066 0.077 0.049 -0.07
C 2.2889 2.4682 -0.4885 -0.102 -0.086 -0.072 -0.05
H 2.5714 -0.1963 2.7650 0.032 -0.039 -0.024 0.09
H 1.4044 -1.2093 1.9043 0.063 -0.059 0.111 0.05
H 0.6695 1.4816 1.3072 0.065 0.095 0.015 0.07
H 0.9846 1.5061 3.0306 0.020 0.017 -0.020 0.11
H -0.8440 0.0254 3.4533 -0.107 0.053 -0.044 0.11
H -0.7623 -0.6592 1.8300 0.025 -0.046 0.031 0.09
H -1.4697 2.2752 2.1952 -0.020 -0.008 -0.043 0.07
H -2.7271 1.0340 2.2860 -0.019 0.020 -0.101 0.07
H -2.0219 -1.6516 -0.0221 0.016 0.011 -0.034 0.08
H -3.9777 -3.1508 0.0131 0.006 0.007 -0.019 0.11
H -6.2731 -2.2147 0.0575 0.009 0.001 -0.010 0.09
H -6.5997 0.2426 0.0813 0.002 -0.011 0.000 0.09
H -4.6277 1.7443 0.0422 -0.036 -0.004 -0.079 0.11
H 4.4394 1.7638 2.0409 0.034 0.020 -0.015 0.11
H 4.7403 4.2236 1.9383 -0.015 0.001 0.012 0.09
H 3.4569 5.5534 0.2962 -0.018 0.000 -0.002 0.09
H 1.8894 4.4271 -1.2547 -0.013 -0.031 -0.014 0.11
H 1.6178 1.9440 -1.1646 -0.013 0.010 -0.014 0.11
O -1.9318 1.2947 -2.6576 0.595 -0.571 0.192 -0.45
S -1.1537 0.2330 -3.3783 -1.927 2.143 -0.665 0.29
O -1.4272 0.3669 -4.7954 0.288 -0.513 -0.306 -0.37
O 0.3138 0.3625 -3.0774 0.364 -0.475 0.446 -0.39
O -1.5458 -1.1031 -2.8194 0.258 -0.421 0.434 -0.38
O 0.3928 -4.7144 -0.3067 0.123 0.136 0.005 -0.15
P 1.0471 -3.3820 0.3253 -0.030 -0.081 0.046 0.20
O 1.4724 -3.6044 1.7236 -0.004 -0.019 0.056 -0.31
O 0.0641 -2.2395 0.0892 0.225 -0.038 -0.177 -0.35
O 2.3895 -3.1482 -0.5806 -0.376 0.015 0.003 -0.30
P 2.3172 -3.1802 -2.2266 -0.003 -0.284 -0.106 0.20
O 3.2295 -1.9207 -2.6473 -0.099 -0.121 -0.070 -0.14
O 2.9276 -4.4197 -2.7369 0.073 0.037 0.045 -0.31
O 0.8561 -2.8790 -2.5365 0.302 0.487 0.073 -0.33
H 0.1858 -4.4930 -1.2320 -0.077 -0.071 -0.034 0.05
H 2.6915 -1.1164 -2.6666 0.073 0.038 0.108 0.04
```
Forces are in eV/Å.

Output
- E_HOMO (spin up / spin down): -0.102 / -0.101 hartree
- 2S+1: 3
- LUMO (spin up / spin down): 4.0 / 4.0 eV
- Relative energy (zero: lowest compared OMol25 entry of this formula, charge and spin): 9.3 kcal/mol
- Charge: -2
- Frontier orbital gap (spin up / spin down): 6.78 / 6.75 eV
- ⟨S²⟩: 2.00